ORCA calculation (ωB97M-V/def2-TZVPD) on 7 unconnected molecules or ions with the total composition C5H23N2O7 in a non-equilibrium geometry.

## Properties
- charge = +2
- multiplicity = 2
- LUMO energy (alpha / beta) (Ha) = -0.253 / -0.383
- ΔE to the lowest compared entry with this formula, charge and spin (kJ/mol) = 0.0
- E_tot (Ha) = -839.832868

Last column: natural (NBO) charge in e.
Cartesian coordinates (Å):
O1 -3.0653 0.2776 -1.2967  -0.433
C1 -1.9006 0.4980 -1.5395  0.398
C2 -0.8381 -0.3692 -1.0594  -0.119
C3 0.4199 0.4668 -0.6841  -0.565
C4 1.6563 -0.3882 -0.7270  0.289
C5 2.2204 -0.7024 -1.9536  -0.138
N1 2.0092 -0.9609 0.4328  -0.602
N2 -1.2102 -1.1814 0.1887  -0.717
H1 -1.5968 1.1623 -2.3070  0.140
H2 -0.3180 -1.1435 -1.7009  0.272
H3 0.4640 1.2675 -1.4653  0.281
H4 0.3319 1.2410 0.0808  0.325
H5 3.1582 -1.2085 -2.0188  0.230
H6 1.8556 -0.3266 -2.8680  0.233
H7 1.5134 -0.7411 1.3210  0.452
H8 3.0150 -1.1460 0.5156  0.442
H9 -0.4824 -1.8571 0.3825  0.450
H10 -1.4045 -0.5470 0.9774  0.479
H11 -2.0051 -1.6932 -0.2000  0.467
H12 1.8311 1.5764 2.7158  0.502
H13 0.8209 2.5402 3.2822  0.492
O2 0.9619 1.5953 3.1556  -0.990
H14 -0.3277 -3.9792 2.1386  0.513
H15 0.9355 -3.6405 1.3821  0.483
O3 -0.0208 -3.5003 1.3543  -0.974
H16 3.8634 2.2154 1.6715  0.510
H17 2.7459 2.5191 0.6341  0.494
O4 2.9739 1.9596 1.3823  -0.982
H18 -0.8361 2.9476 -1.3193  0.470
H19 0.1964 3.9912 -0.8735  0.499
O5 -0.2538 3.1856 -0.5921  -0.952
H20 -2.1284 1.0560 2.4317  0.503
H21 -0.6736 0.8947 2.9027  0.532
O6 -1.2797 0.6898 2.1543  -1.004
H22 -1.4962 -2.3757 -3.1987  0.495
H23 -2.8948 -2.0705 -2.7235  0.511
O7 -1.9810 -2.0957 -2.4112  -0.988

Atomic forces in eV per Å
1.0 0.7 0.4
-2.9 -1.9 -0.7
4.8 -1.2 3.0
-0.2 1.6 -1.5
-2.2 0.4 1.8
1.5 -0.1 0.6
1.1 1.1 -0.4
-0.7 0.7 -3.0
0.3 1.4 -0.8
-1.7 1.2 -0.1
0.6 -1.1 -0.2
0.0 -1.0 1.1
0.4 -0.6 0.1
-0.7 0.5 -0.8
0.5 0.1 -0.9
-0.5 -0.7 0.3
0.1 -0.6 0.6
-0.2 0.1 0.7
-0.4 -0.3 0.8
-0.3 0.0 0.1
-0.1 0.0 0.2
0.4 0.1 0.1
-0.2 0.1 -0.2
-0.1 -0.2 -0.1
0.5 0.1 0.2
-0.2 0.1 -0.2
0.1 0.3 0.1
0.5 -0.4 -0.1
-0.2 0.5 0.0
-0.2 0.1 0.0
0.2 0.1 0.0
-0.1 -0.1 -0.1
0.2 -0.1 -0.7
-0.4 0.0 0.4
0.0 -0.2 0.1
-0.1 -0.1 0.1
-0.6 -0.6 -0.8



ORCA calculation (ωB97M-V/def2-TZVPD) on a molecular structure, C11H41F3N13O13SY in a non-equilibrium geometry.

## Properties
- charge = +2
- LUMO energy (Ha) = -0.416
- E_tot (Ha) = -2869.009181

Last column: Löwdin charge in e.
Cartesian coordinates (Å):
Y1 -1.4125 3.6330 5.4828  1.977
C1 1.3400 -0.0703 0.9012  -0.586
F1 2.2634 0.9095 0.6134  0.090
F2 1.4087 -0.8725 -0.1323  0.149
F3 1.5743 -0.7822 2.0279  0.108
S1 -0.4756 0.7404 1.0625  0.505
O1 -0.4777 1.5302 2.2958  -0.374
O2 -0.6897 1.5265 -0.1662  -0.314
O3 -1.4332 -0.3681 1.1566  -0.322
C2 3.1354 -3.9122 -5.7652  -0.043
C3 1.8666 -3.6255 -4.9362  -0.404
C4 0.6748 -3.0539 -5.8230  -0.137
O4 0.7004 -1.6642 -6.1624  -0.132
C5 0.4768 -0.7677 -5.1100  -0.072
N1 1.5113 -4.8376 -4.1788  0.098
H1 3.8464 -4.4138 -5.1086  0.084
H2 3.5744 -2.9416 -5.9963  0.086
H3 2.9641 -4.5344 -6.6436  0.088
H4 2.0923 -2.8416 -4.2133  0.119
H5 -0.3009 -3.2832 -5.3946  0.123
H6 0.7661 -3.6621 -6.7229  0.131
H7 -0.5227 -1.0080 -4.7475  0.097
H8 0.5244 0.2659 -5.4529  0.105
H9 1.1578 -1.0266 -4.2992  0.083
H10 1.4050 -5.4577 -4.9688  0.089
H11 0.5871 -4.5968 -3.8501  0.080
O5 5.9293 3.7155 -0.3266  -0.051
H12 5.2967 3.4049 0.3212  0.021
H13 5.5046 4.4705 -0.7339  0.029
O6 0.1227 0.5625 6.1297  -0.068
H14 0.9831 0.2245 5.8812  0.055
H15 -0.3097 -0.1750 6.5602  0.052
O7 -2.3042 -4.3706 0.8677  -0.048
H16 -2.5940 -3.4638 0.7680  0.021
H17 -1.6430 -4.3366 1.5590  0.023
C6 0.5702 6.4970 1.2136  -0.799
O8 0.2211 5.9112 2.1906  0.010
N2 0.6960 7.8063 1.0090  0.171
N3 0.9059 5.8399 0.1470  0.166
H18 0.6488 8.4029 1.8226  0.121
H19 0.8045 8.0870 0.0448  0.114
H20 0.6997 4.8530 0.0874  0.123
H21 1.1019 6.3298 -0.7142  0.115
C7 -5.6589 0.9960 -2.1790  -0.727
O9 -6.7060 0.9883 -2.8566  0.012
N4 -5.5931 0.3699 -0.9719  0.139
N5 -4.5854 1.6622 -2.4658  0.162
H22 -6.4077 -0.1781 -0.7348  0.106
H23 -4.7501 0.2652 -0.4255  0.091
H24 -4.6297 2.2159 -3.3094  0.125
H25 -3.7602 1.6929 -1.8844  0.107
C8 7.3936 -1.7231 -0.0137  -0.728
O10 8.0287 -2.2176 0.9181  0.065
N6 6.3732 -2.3539 -0.6398  0.161
N7 7.5524 -0.5225 -0.4385  0.177
H26 6.1722 -3.2767 -0.2821  0.113
H27 5.9075 -1.9020 -1.4138  0.102
H28 8.2130 0.1519 -0.0794  0.136
H29 6.9910 -0.2686 -1.2387  0.113
C9 -5.1757 0.0820 5.2220  -0.810
O11 -4.2795 0.8766 5.4377  -0.038
N8 -6.4462 0.3726 5.1352  0.188
N9 -4.8690 -1.1348 5.0053  0.187
H30 -7.1904 -0.2577 4.8726  0.127
H31 -6.6803 1.3545 5.1670  0.124
H32 -5.6356 -1.6115 4.5523  0.125
H33 -3.9034 -1.4164 4.9140  0.133
C10 -5.0539 5.0697 2.2666  -0.814
O12 -4.1443 4.7224 2.9986  -0.032
N10 -5.9040 6.0002 2.5471  0.177
N11 -5.2501 4.6478 1.0805  0.193
H34 -5.7684 6.3665 3.4786  0.128
H35 -6.6249 6.2732 1.8946  0.129
H36 -6.0834 5.0207 0.6484  0.124
H37 -4.6458 4.0739 0.5099  0.134
C11 4.0434 -5.9275 1.1764  -0.793
O13 4.8266 -6.5247 0.4568  0.065
N12 4.3058 -5.5965 2.3818  0.175
N13 2.9126 -5.4095 0.7577  0.165
H38 3.6473 -5.1031 2.9675  0.118
H39 5.2161 -5.9108 2.6864  0.136
H40 2.6242 -5.7213 -0.1587  0.120
H41 2.3475 -4.7904 1.3211  0.106

Atomic forces in eV per Å
-0.5 -1.3 -1.7
-1.1 1.5 -0.2
-0.9 -1.0 1.5
-0.4 -0.7 -0.2
0.4 1.0 -0.8
-1.5 -0.5 -1.3
0.8 0.4 0.2
1.0 -0.6 1.4
1.4 0.3 0.0
-0.3 0.7 0.9
1.2 0.2 0.5
-0.2 0.3 -0.3
1.2 -1.4 -0.8
-0.8 -1.1 0.3
-0.5 1.9 -1.8
0.0 -0.1 -0.1
0.1 -0.2 -0.6
-0.1 0.2 -0.1
0.1 0.2 0.2
0.0 0.0 0.5
-0.2 0.5 -0.4
-0.3 0.4 0.4
0.3 -0.3 0.0
0.3 0.6 0.2
-0.2 -1.3 0.4
-0.4 -0.8 0.7
0.2 -0.2 0.0
-0.1 -0.1 0.2
0.0 0.2 -0.2
-0.5 1.0 0.0
0.4 0.0 -0.2
-0.3 -0.2 0.2
-0.1 -0.2 -0.1
-0.1 0.3 -0.1
0.2 0.0 0.2
0.2 0.9 -0.9
-1.2 -1.1 4.1
-0.2 1.5 0.9
0.9 -2.6 -3.8
-0.1 0.3 -0.7
0.1 0.8 0.7
0.0 0.2 0.0
0.1 -0.4 0.1
-4.0 -1.3 0.4
1.7 0.0 0.8
-0.6 -0.8 0.9
2.9 2.3 -1.7
0.3 0.0 0.0
-0.2 0.0 -0.3
0.3 -0.1 0.2
-0.2 -0.1 -0.2
-0.1 -2.6 2.1
-0.1 -0.2 -0.2
-0.4 -1.0 0.1
0.5 4.4 -2.0
-0.3 0.1 -0.6
-0.1 -0.7 0.2
-0.1 -0.5 0.0
0.4 0.5 0.2
1.3 1.9 0.0
1.7 2.9 1.0
-3.0 1.9 0.0
-0.1 -5.0 -1.1
0.4 0.0 0.2
-0.1 -0.3 0.1
0.8 -1.1 0.0
-0.5 0.0 -0.1
1.9 -0.2 0.8
1.9 -0.8 2.0
-2.0 2.8 2.7
-0.9 -2.3 -5.3
-0.8 0.5 -0.3
0.1 0.4 0.8
0.5 -0.6 -0.6
-0.1 0.0 0.5
0.8 -0.2 -2.5
0.2 -0.8 -0.6
1.9 0.5 4.8
-3.0 0.5 -2.2
0.5 -0.3 0.1
-0.3 0.3 0.6
-0.3 0.4 0.2
0.1 -0.3 -0.4